1.
Below is a structure of composition C63H73N7OP2RbS2, with properties calculated with the ωB97M-V functional and the def2-TZVPD basis.

ORCA input file:
```
! RIJCOSX wB97M-V def2-TZVPD def2/J DEFGRID3
* xyz -1 1
Rb 0.582 -1.174 -0.131
C -2.722 2.132 -0.779
N -2.435 3.003 0.336
C -1.499 2.482 1.294
P -2.144 1.088 2.402
C -1.995 1.865 4.058
C -2.989 1.734 5.024
C -2.803 2.237 6.303
C -1.618 2.875 6.644
C -0.616 3.002 5.693
C -0.805 2.494 4.416
C -3.941 1.196 2.106
C -4.709 2.335 2.360
C -6.060 2.350 2.062
C -6.663 1.225 1.507
C -5.911 0.091 1.250
C -4.553 0.076 1.550
C -3.145 4.170 0.567
C -2.858 4.987 1.676
C -3.551 6.164 1.898
C -4.565 6.579 1.047
C -4.880 5.766 -0.030
C -4.199 4.583 -0.268
P -1.190 1.298 -1.455
C -0.209 2.765 -1.960
C 1.179 2.647 -1.943
C 1.990 3.721 -2.284
C 1.420 4.935 -2.631
C 0.037 5.067 -2.650
C -0.772 3.990 -2.322
C -1.875 0.666 -3.028
C -3.035 -0.110 -2.999
C -3.479 -0.759 -4.141
C -2.763 -0.649 -5.324
C -1.603 0.111 -5.357
C -1.157 0.762 -4.217
H -3.178 2.675 -1.601
H -3.418 1.337 -0.482
H -1.092 3.274 1.915
H -0.643 2.055 0.762
H -3.922 1.240 4.777
H -3.590 2.125 7.039
H -1.477 3.266 7.643
H 0.322 3.479 5.945
H 0.005 2.565 3.701
H -4.247 3.221 2.784
H -6.640 3.245 2.247
H -7.719 1.240 1.268
H -6.364 -0.782 0.798
H -3.960 -0.800 1.309
H -2.103 4.704 2.394
H -3.291 6.760 2.763
H -5.104 7.498 1.228
H -5.683 6.043 -0.701
H -4.524 3.971 -1.093
H 1.635 1.703 -1.671
H 3.066 3.603 -2.266
H 2.048 5.779 -2.884
H -0.417 6.013 -2.915
H -1.844 4.123 -2.347
H -3.568 -0.263 -2.068
H -4.365 -1.379 -4.092
H -3.096 -1.173 -6.211
H -1.022 0.177 -6.268
H -0.224 1.312 -4.244
N -1.768 -2.844 1.434
N -2.385 -4.022 1.015
C -3.491 -4.037 0.239
N -3.829 -5.299 -0.167
S -4.397 -2.716 -0.203
H -0.886 -2.739 0.946
H -1.565 -2.910 2.428
H -1.846 -4.879 1.094
H -3.115 -6.006 -0.225
H -4.534 -5.324 -0.888
C 2.696 -3.272 -6.836
C 3.266 -3.645 -5.474
N 3.304 -2.508 -4.563
C 4.509 -1.698 -4.599
C 5.511 -2.110 -3.530
C 2.217 -2.149 -3.835
S 2.335 -0.775 -2.825
N 1.130 -2.892 -4.074
C 0.149 -3.150 -3.211
O 0.128 -2.999 -1.982
C -1.078 -3.742 -3.870
C -2.291 -3.688 -3.195
C -3.456 -4.129 -3.804
C -3.415 -4.660 -5.086
C -2.203 -4.731 -5.761
C -1.044 -4.262 -5.161
H 2.747 -4.118 -7.523
H 3.252 -2.442 -7.277
H 1.657 -2.966 -6.725
H 4.292 -4.009 -5.573
H 2.675 -4.439 -5.022
H 4.231 -0.651 -4.465
H 4.944 -1.807 -5.596
H 5.071 -1.965 -2.545
H 6.417 -1.506 -3.598
H 5.789 -3.160 -3.636
H -2.313 -3.233 -2.213
H -4.407 -4.028 -3.292
H -4.325 -5.005 -5.561
H -2.164 -5.136 -6.764
H -0.099 -4.279 -5.684
C 1.153 -5.537 2.304
C 1.996 -4.396 2.815
C 2.934 -4.608 3.836
C 3.709 -3.535 4.260
C 4.756 -3.745 5.326
C 3.554 -2.265 3.716
C 2.586 -1.982 2.706
C 1.850 -3.143 2.281
N 2.280 -0.831 2.102
C 3.059 0.375 2.257
C 2.391 1.429 1.349
C 3.141 2.762 1.341
C 4.575 2.532 0.856
C 5.271 1.531 1.784
C 5.286 2.074 3.217
C 3.850 2.315 3.695
C 3.186 3.332 2.761
C 3.068 0.993 3.673
C 4.507 0.205 1.757
H 1.764 -6.419 2.099
H 0.647 -5.262 1.375
H 0.397 -5.832 3.038
H 3.069 -5.593 4.267
H 4.719 -4.762 5.720
H 4.615 -3.053 6.159
H 5.759 -3.575 4.929
H 4.201 -1.482 4.088
H 1.165 -3.004 1.453
H 1.360 1.563 1.704
H 2.344 1.033 0.329
H 2.634 3.466 0.673
H 5.121 3.482 0.839
H 4.565 2.139 -0.166
H 6.299 1.372 1.442
H 5.856 3.009 3.262
H 5.782 1.356 3.877
H 3.866 2.712 4.716
H 3.744 4.275 2.769
H 2.174 3.555 3.112
H 2.028 1.159 3.976
H 3.498 0.303 4.399
H 5.025 -0.540 2.364
H 4.462 -0.192 0.737
*
```

Molecular weight = 1155.875 g/mol
Energy above the lowest of the compared OMol25 structures with the same formula, charge and spin = 23.0 kcal per mole
LUMO level = 1.9 eV
Maximum force = 0.5 eV Å⁻¹
Frontier orbital gap = 5.4 eV

***

2.
Below is a cluster of 2 separate species, C8H18N2O2 in total at a distorted geometry, with properties calculated with the ωB97M-V functional and the def2-TZVPD basis.

ORCA input file:
```
! RIJCOSX wB97M-V def2-TZVPD def2/J DEFGRID3
* xyz 0 1
C -0.750 -0.113 1.294
C -2.059 -0.272 1.415
C -2.753 -1.116 2.460
C -3.500 -2.268 1.766
C -2.513 -3.273 1.183
O -4.397 -2.845 2.701
H -0.062 -0.623 1.967
H -0.278 0.520 0.545
H -2.719 0.194 0.663
H -2.030 -1.495 3.226
H -3.504 -0.517 2.999
H -4.103 -1.813 0.936
H -3.025 -4.114 0.701
H -1.839 -2.750 0.486
H -1.905 -3.685 1.994
H -4.372 -3.815 2.566
H 3.590 1.046 -4.142
N 3.352 0.530 -3.293
C 2.854 1.331 -2.421
C 2.309 0.821 -1.117
C 3.063 1.268 0.143
N 2.832 2.735 -2.574
O 1.741 3.348 -1.904
H 1.254 1.138 -1.057
H 2.309 -0.284 -1.183
H 4.110 0.917 0.135
H 3.097 2.356 0.247
H 2.593 0.860 1.066
H 2.763 3.015 -3.550
H 2.181 3.910 -1.246
*
```

Molecular weight = 174.244 g/mol
Energy above the lowest of the compared OMol25 structures with the same formula, charge and spin = 11.6 kcal per mole
LUMO level = 0.8 eV
Maximum force = 1.2 eV Å⁻¹
Frontier orbital gap = 10.4 eV

***

3.
Below is the molecule C4H6FNO at a distorted geometry, with properties calculated with the ωB97M-V functional and the def2-TZVPD basis.

ORCA input file:
```
! RIJCOSX wB97M-V def2-TZVPD def2/J DEFGRID3
* xyz 0 1
O -0.251 1.305 0.184
C -0.184 0.064 -0.060
C -1.487 -0.777 0.082
F -2.593 0.158 -0.139
N 0.864 -0.738 -0.412
C 2.154 0.180 -0.565
C 1.766 -0.272 0.819
H -1.211 -1.447 -0.815
H -1.620 -1.175 1.169
H 2.963 -0.213 -1.130
H 2.034 1.255 -0.800
H 2.139 -1.099 1.386
H 1.503 0.813 1.208
*
```

Molecular weight = 103.096 g/mol
Energy above the lowest of the compared OMol25 structures with the same formula, charge and spin = 79.3 kcal per mole
LUMO level = 0.9 eV
Maximum force = 6.1 eV Å⁻¹
Frontier orbital gap = 11.0 eV

***

4.
Below is a cluster of 2 separate species, C15H34BO10P2S in total at a distorted geometry, with properties calculated with the ωB97M-V functional and the def2-TZVPD basis.

ORCA input file:
```
! RIJCOSX wB97M-V def2-TZVPD def2/J DEFGRID3
* xyz -1 1
C 3.699 -0.903 -0.134
C 4.282 -0.263 1.099
O 4.659 -0.917 2.032
O 4.443 1.081 1.107
C 3.369 1.866 0.550
C 2.035 1.662 1.267
C 1.420 2.966 1.772
C 0.278 2.809 2.787
C -1.100 2.796 2.124
C -1.180 1.690 1.073
C -2.593 1.108 0.796
C -2.641 -0.314 1.406
B -4.043 -1.051 1.442
O -4.555 -1.685 0.348
O -4.761 -1.166 2.625
O -3.619 1.849 1.392
P -5.030 2.145 0.338
O -4.244 1.090 -0.874
C -2.880 1.243 -0.712
P -1.859 0.428 -2.023
C -0.508 1.626 -2.373
C -0.971 -1.012 -1.325
H 3.672 -0.256 -1.005
H 4.325 -1.766 -0.355
H 2.692 -1.270 0.063
H 3.267 1.620 -0.508
H 3.700 2.900 0.598
H 1.343 1.202 0.559
H 2.160 0.978 2.108
H 2.211 3.563 2.236
H 1.047 3.560 0.931
H 0.321 3.669 3.462
H 0.402 1.907 3.393
H -1.234 3.776 1.658
H -1.896 2.666 2.855
H -0.549 0.872 1.435
H -0.728 2.040 0.144
H -1.910 -0.983 0.951
H -2.317 -0.170 2.446
H -5.268 -2.271 0.620
H -4.165 -1.013 3.360
H -5.606 2.993 1.361
H -5.695 1.001 0.920
H -6.172 2.357 -0.540
H -4.346 3.288 -0.240
H -2.644 2.316 -0.889
H -0.109 1.438 -3.367
H -0.961 2.617 -2.343
H 0.309 1.616 -1.644
H -0.209 -0.776 -0.575
H -1.676 -1.723 -0.900
H -0.459 -1.507 -2.149
C 3.347 -5.842 -2.709
C 4.287 -4.812 -2.114
O 3.945 -3.603 -2.802
S 2.375 -3.578 -3.119
O 1.699 -2.847 -2.114
O 2.209 -3.281 -4.493
O 2.111 -5.136 -2.863
H 3.686 -6.179 -3.690
H 3.188 -6.697 -2.058
H 5.334 -5.039 -2.292
H 4.113 -4.675 -1.045
*
```

Molecular weight = 479.254 g/mol
Energy above the lowest of the compared OMol25 structures with the same formula, charge and spin = 0.0 kcal per mole
LUMO level = 1.7 eV
Maximum force = 1.4 eV Å⁻¹
Frontier orbital gap = 5.8 eV